DFT (ωB97M-V/def2-TZVPD) results for a single C18H22ClN3O7S molecule.

Structure (XYZ):
```
52
Properties=species:S:1:pos:R:3:forces:R:3:nbo_charge:R:1
C -1.6006 3.7499 -2.1766 0.004 -0.105 0.297 -0.27
H -3.4558 0.9593 0.2266 -0.040 0.052 -0.048 0.24
C -1.5095 2.5966 -1.4098 0.064 0.372 0.044 -0.03
O 2.7201 -4.0855 -1.7552 0.114 -0.236 -0.271 -0.67
C -2.6028 -1.0448 0.3722 0.285 -0.013 0.159 -0.52
H -1.5508 8.2769 0.2215 -0.085 -0.131 -0.188 0.23
C 0.2652 -3.1236 1.7385 0.249 0.165 0.372 -0.24
C 4.5757 -4.9399 -0.0788 0.310 -0.344 -0.237 -0.06
H 0.3540 -4.2133 1.6952 0.028 0.038 0.022 0.19
C 2.6636 -3.6905 -0.6123 0.103 0.063 -0.004 0.89
C -2.8317 0.3624 0.8854 0.547 0.133 -0.027 -0.63
O -0.9862 1.6834 2.3363 -0.259 0.241 0.368 -0.93
Cl -1.5436 1.0684 -2.1853 -0.113 -0.279 -0.592 0.03
O -1.4290 6.2782 0.4718 0.288 -0.107 0.000 -0.47
H -1.6769 3.6822 -3.2505 -0.020 -0.032 -0.119 0.23
C 5.4231 -5.2969 1.1281 -0.359 0.229 -0.229 -0.62
H 4.1288 -5.8326 -0.5311 0.093 0.162 0.034 0.19
C 1.5510 -2.4590 1.2303 -0.076 -0.132 0.410 -0.23
H -3.5434 -1.6002 0.3391 0.020 0.037 -0.007 0.25
C -1.3690 3.9123 0.5885 -0.031 0.300 -0.024 -0.19
H 0.8671 -2.7315 -2.0291 -0.053 0.077 0.096 0.24
H 1.4316 -1.3726 1.2997 0.070 -0.101 0.082 0.22
H -3.0720 7.4064 -0.0801 0.166 0.002 -0.036 0.20
H -1.4936 -2.8293 -1.1037 -0.004 -0.030 0.032 0.21
C -1.3834 2.6771 -0.0337 -0.030 -0.538 0.226 -0.35
H 0.0494 -2.8079 2.7592 0.044 -0.124 -0.105 0.25
O 3.5341 -4.0659 0.3519 -0.162 0.142 0.173 -0.53
C 0.6446 -2.4155 -1.0094 -0.203 -0.186 -0.349 -0.24
O -1.7034 8.4162 -2.3804 -0.070 0.214 0.046 -0.57
C -0.6353 -3.0847 -0.4866 0.173 0.222 -0.395 -0.22
H 5.1707 -4.4341 -0.8475 -0.110 -0.100 0.083 0.19
H -1.2555 3.9527 1.6593 -0.014 0.094 0.165 0.27
C -1.6459 -1.7227 1.3546 -0.424 -0.506 -0.308 0.70
C -1.9798 7.3784 -0.2271 -0.304 0.445 0.026 -0.17
H -3.2188 0.3597 1.9004 0.019 0.083 0.034 0.28
C -1.5764 4.9893 -1.5544 0.031 -0.100 0.508 0.19
H 6.2263 -5.9623 0.8256 0.091 -0.069 -0.011 0.22
N -1.6097 6.1671 -2.2912 0.094 -0.233 -0.393 -0.62
H -0.5068 -4.1729 -0.5167 -0.063 0.083 -0.065 0.20
O -0.1792 0.3759 0.4163 -0.095 -0.108 -0.142 -0.96
C -1.4760 5.0772 -0.1564 -0.109 -0.548 -0.295 0.24
H 0.5336 -1.3284 -0.9561 -0.023 -0.121 -0.112 0.22
C -1.7316 7.4015 -1.7302 0.063 -0.017 0.231 0.65
H 2.4128 -2.7789 1.8121 -0.099 0.094 -0.008 0.24
N -0.8416 -2.7065 0.8942 0.066 -0.281 0.108 -0.44
H -1.5175 6.1160 -3.2979 -0.003 0.143 0.141 0.42
H 5.8500 -4.3976 1.5637 0.098 0.054 0.076 0.21
H -2.1773 -0.9954 -0.6264 -0.121 -0.096 0.035 0.23
O -1.6617 -1.4016 2.5280 -0.063 0.291 0.289 -0.64
S -1.2013 1.2004 1.0081 -0.143 0.739 -0.277 2.18
N 1.7497 -2.8020 -0.1608 0.068 0.144 0.088 -0.45
H 4.8146 -5.7916 1.8805 -0.009 -0.081 0.099 0.21
```
Forces are in eV/Å.

## Properties
SMILES	CCOC(=O)N1CCN(C(=O)CCS(=O)(=O)c2cc3c(cc2Cl)NC(=O)CO3)CC1

DFT (ωB97M-V/def2-TZVPD) results for a single C18H22ClN5 molecule at a distorted geometry.

Structure (XYZ):
```
46
Properties=species:S:1:pos:R:3:forces:R:3:nbo_charge:R:1
C -1.8481 -3.3831 -1.2349 1.258 -1.579 0.785 -0.23
H 3.4820 1.2731 3.7804 -0.399 0.253 -0.295 0.24
H 0.7426 3.2027 -4.0620 -0.488 -0.017 0.887 0.22
H 2.1362 3.0462 0.7381 -0.332 -0.191 0.062 0.22
N -1.2754 -0.0743 0.2650 0.504 0.955 -0.612 -0.34
C -0.5900 -1.0795 2.2081 -1.290 -0.510 -1.342 -0.38
N -1.5041 -4.3003 0.9612 -0.032 -0.135 -0.438 -0.42
H 1.5799 4.6355 -0.6733 0.093 0.038 -0.214 0.21
C 1.9179 1.5499 2.3132 -0.170 0.103 -0.371 0.29
C -1.5210 -1.0869 1.0719 1.428 0.123 2.132 0.22
Cl 0.1851 -6.8406 -1.6099 -0.181 0.015 0.090 0.00
N 1.3184 0.4744 2.7364 -1.203 -0.755 -0.365 -0.48
H -0.7747 3.1723 -3.0723 -0.595 0.101 -0.228 0.22
C 3.0353 2.0810 3.1754 0.917 -0.651 -0.449 -0.65
C 0.9730 2.9444 -1.9022 0.400 1.218 0.518 0.14
H -0.9539 -4.5465 -2.8718 -0.002 0.080 -0.133 0.23
H 0.0146 4.8041 -1.3981 0.174 0.130 -0.260 0.21
N -0.2087 0.5950 0.8194 0.913 0.348 0.607 -0.21
H -2.2086 -2.5501 -1.7872 -0.187 0.370 -0.706 0.22
H -2.9340 -2.7983 2.8696 -0.003 0.198 -0.216 0.23
H 3.8522 2.5093 2.5706 -0.386 -0.033 0.121 0.21
C 0.2423 -0.0062 1.9958 0.409 0.432 0.397 0.33
H -0.5594 -1.7956 3.0126 0.079 0.102 -0.029 0.24
H -4.2090 -1.5997 2.3052 1.098 -1.142 -0.374 0.21
C -1.1315 -4.4652 -1.8124 -1.013 0.354 1.486 -0.18
H 3.1285 2.9588 -1.3664 -0.688 -0.441 -0.341 0.21
C -1.9946 -3.3206 0.1721 0.923 -1.326 -1.113 0.23
H 2.8343 2.5882 -3.0505 -0.390 0.214 -0.211 0.22
H 2.6913 2.8375 3.8563 -0.306 0.439 0.263 0.23
C -3.5201 -2.4649 2.0094 -0.310 1.242 -0.520 -0.59
H 0.1927 1.6895 -3.3827 -0.444 -0.067 -0.160 0.21
H 2.4113 1.4000 -1.8502 0.325 -0.480 0.076 0.22
C 0.2111 2.7622 -3.1818 0.867 -0.712 -1.053 -0.61
H 1.4690 5.0592 -2.3797 0.334 0.074 -0.677 0.22
C 1.0366 4.4590 -1.6084 -1.225 -0.556 1.860 -0.62
C 2.4080 2.4588 -2.0583 0.718 -0.317 0.927 -0.63
H -0.6910 1.7553 -1.1649 0.250 0.202 -0.491 0.42
C 1.5467 2.2082 1.1006 0.122 -0.570 0.467 -0.44
H -3.2437 -1.5811 0.0406 -0.347 -0.079 -0.534 0.23
C -2.6283 -2.0859 0.7634 0.274 0.031 1.896 -0.28
C -0.7129 -5.5029 -0.9521 0.240 1.114 -0.629 -0.09
N 0.1770 2.1851 -0.8581 -0.798 0.137 -1.431 -0.61
H -0.5679 -6.1866 1.0629 0.097 0.179 0.237 0.21
C 0.5090 1.6996 0.3392 0.677 -0.088 0.409 0.46
C -0.8784 -5.3777 0.4160 -1.165 1.195 -0.149 0.02
H -4.1397 -3.3031 1.6940 -0.148 0.001 0.122 0.21
```
Forces are in eV/Å.

## Properties
energy above the lowest of the compared OMol25 structures with the same formula, charge and spin	7.24	kcal per mole
SMILES	Cc1cc(NC(C)(C)C)n2nc([C@H](C)c3ccc(Cl)cn3)cc2n1

DFT (ωB97M-V/def2-TZVPD) results for a single C18H22F3NO4 molecule.

Structure (XYZ):
```
48
Properties=species:S:1:pos:R:3:forces:R:3:nbo_charge:R:1
H -1.1666 -1.2903 -1.4581 0.108 -0.015 -0.106 0.21
F -6.3440 -0.0082 0.3149 0.106 0.183 0.134 -0.32
C -3.7544 -0.5911 1.3044 -0.067 -0.041 -0.180 -0.17
C -1.8906 -1.0743 -0.6870 0.007 0.000 0.103 -0.17
H -0.9101 3.3912 0.8272 -0.050 0.011 0.021 0.20
H -1.5948 1.7733 0.9667 -0.042 0.147 -0.003 0.21
H 4.4300 1.4727 1.5568 0.013 -0.015 0.120 0.20
C -3.2388 -1.1529 -0.9803 -0.160 0.049 0.105 -0.18
C 2.2518 -3.5668 -0.3418 0.088 -0.025 -0.036 0.64
C 4.7587 1.9249 0.6240 -0.286 -0.213 -0.297 -0.64
C -4.1702 -0.8985 0.0159 -0.060 0.032 -0.019 -0.15
H -0.6814 3.0779 -1.6401 0.012 -0.123 0.013 0.15
H -2.0825 -0.2730 2.5869 0.072 0.048 0.093 0.22
C -1.3774 2.4653 -1.0479 0.339 -0.069 0.250 -0.06
H 4.7254 0.0749 -0.5066 -0.007 0.077 -0.088 0.17
C 0.6188 -2.0050 0.6437 0.342 0.024 -0.078 -0.22
C 0.0194 -0.6508 0.8945 0.210 -0.008 -0.233 -0.28
O -2.6877 2.9696 -1.1415 -0.425 0.249 0.016 -0.71
C -0.8917 2.3834 0.4002 -0.005 -0.067 -0.214 -0.43
H -2.7178 3.8438 -0.7365 0.007 -0.082 -0.040 0.46
H 0.4276 0.3313 -0.9988 -0.002 -0.098 -0.061 0.22
O 2.9073 1.0421 -0.7264 -0.212 -0.136 0.071 -0.53
H 0.8233 1.8951 1.5909 0.101 0.021 0.040 0.20
H 5.8423 1.9987 0.6392 0.135 0.019 0.046 0.22
C -1.4572 -0.7348 0.5895 -0.170 0.007 0.098 0.01
F -6.1692 -2.1459 0.2035 0.119 -0.124 0.092 -0.33
H -3.5685 -1.4058 -1.9759 -0.028 -0.013 -0.080 0.23
H -4.4859 -0.4085 2.0767 -0.060 0.028 0.073 0.23
H 4.3360 2.9238 0.5547 -0.006 0.115 0.013 0.21
C 4.3221 1.0909 -0.5765 0.249 0.093 0.102 -0.06
F -5.9368 -0.9576 -1.5722 0.200 0.033 -0.220 -0.32
N 3.3717 -3.5830 -1.0939 0.316 0.051 -0.221 -0.81
C -2.4033 -0.5134 1.5835 -0.011 -0.101 -0.049 -0.21
H 4.6800 1.5502 -1.5007 0.039 -0.127 0.088 0.19
H 1.2063 2.4866 -0.0267 0.010 0.036 0.105 0.22
C 0.5302 1.8425 0.5386 -0.096 -0.021 -0.188 -0.39
H 3.7644 -2.7224 -1.4322 0.025 -0.040 0.006 0.41
C 1.7517 -2.1907 -0.0314 -0.397 0.187 0.408 0.19
O 2.5501 -1.1767 -0.4823 -0.054 -0.226 -0.198 -0.53
H 0.0767 -2.8739 0.9790 0.036 -0.189 -0.011 0.25
H 0.1410 -0.3947 1.9552 -0.052 0.031 -0.054 0.22
H 3.7587 -4.4651 -1.3826 -0.077 0.025 0.044 0.41
H 2.6192 0.1206 1.1012 -0.014 -0.053 -0.187 0.14
C 0.7447 0.4085 0.0429 0.436 0.120 0.205 -0.24
H -1.4319 1.4707 -1.4932 0.114 0.061 -0.017 0.18
C -5.6408 -0.9950 -0.2666 -0.357 -0.138 0.032 0.97
C 2.2530 0.1065 0.0555 -0.291 0.391 0.220 0.41
O 1.6914 -4.5663 0.0536 -0.155 -0.110 0.084 -0.61
```
Forces are in eV/Å.

## Properties
energy above the lowest of the compared OMol25 structures with the same formula, charge and spin	0.73	kcal per mole
SMILES	CCO[C@@H]1OC(C(N)=O)=C[C@H](c2ccc(C(F)(F)F)cc2)[C@H]1CCCO

DFT (ωB97M-V/def2-TZVPD) results for 3 unconnected molecules or ions with the total composition C18H22F6N2O6.

Structure (XYZ):
```
54
Properties=species:S:1:pos:R:3:forces:R:3:nbo_charge:R:1
C 0.9423 1.8868 2.5597 -0.421 -0.325 0.485 -0.08
C 6.7937 2.9488 -0.9720 -0.199 0.010 0.158 -0.64
H 0.0649 3.2088 1.0685 -0.010 0.020 0.150 0.23
F 4.6714 -1.5107 0.8039 -0.004 0.069 -0.046 -0.30
C -2.4741 1.7232 2.0020 -0.492 -0.290 -0.271 0.27
F 2.9878 -0.1492 0.8215 0.003 0.012 -0.033 -0.32
O 0.4249 4.4742 3.3361 -0.111 -0.164 -0.262 -0.56
H -5.8006 -1.4192 -1.6733 0.131 -0.078 0.013 0.20
H -2.6181 1.2179 -0.0358 -0.153 -0.099 0.217 0.26
H -1.0577 -0.3303 2.0265 0.113 -0.022 0.111 0.30
O 1.9304 2.8162 3.0341 0.090 0.391 -0.840 -0.51
C -3.9292 -4.8123 -0.7550 0.151 -0.249 0.070 0.90
C 4.9420 0.5642 -0.2973 0.266 0.146 -0.188 0.69
C -0.2234 1.1426 -0.9160 0.070 -0.073 0.057 0.28
N 0.0174 1.1214 -2.0384 -0.033 0.024 0.007 -0.29
H -5.2045 -2.3070 -3.9461 0.001 0.070 0.028 0.22
C -1.9583 1.7710 0.6348 0.364 0.054 -0.062 -0.50
H 0.0947 1.8298 3.2462 0.036 0.182 0.044 0.21
C 0.5023 2.2139 1.1416 0.309 -0.296 -0.234 -0.42
C 1.5296 4.1040 3.0638 -0.250 0.231 0.413 0.65
O 4.3216 0.9046 -1.2602 -0.108 -0.029 0.097 -0.54
H -6.7532 -1.4550 -4.0015 -0.017 0.008 0.022 0.22
H -1.4470 -3.1779 1.2048 -0.097 -0.003 -0.151 0.30
H 0.5689 -0.5355 1.4233 0.033 0.013 0.039 0.29
O -5.7062 -3.4909 -1.5222 0.094 -0.077 0.125 -0.48
H -7.3243 -2.2990 -1.7346 0.029 -0.148 0.062 0.20
C -0.9217 -1.3424 0.2602 0.000 -0.700 0.333 0.47
F -4.2029 -4.7847 0.5595 -0.002 0.057 -0.046 -0.31
C -0.4333 -0.2276 1.1276 -0.226 0.103 -0.892 -0.60
C -6.2355 -2.3225 -3.5937 0.169 -0.168 -0.037 -0.64
F -4.5762 -5.8586 -1.2859 0.015 0.063 0.002 -0.31
H 2.3266 4.8135 2.8072 0.292 -0.284 0.223 0.13
O -3.6418 -2.6071 -1.7145 0.096 -0.032 0.070 -0.55
H -1.9543 2.8029 0.2827 -0.006 0.008 0.012 0.26
H -6.7068 -3.2267 -3.9793 -0.075 0.039 0.015 0.22
C -0.7057 -2.6613 0.5957 0.215 0.029 0.514 -1.16
H 0.1220 -3.2546 0.2234 -0.065 0.029 -0.183 0.30
H 7.0853 3.2817 0.0244 0.084 -0.007 -0.028 0.22
H 8.0017 1.1650 -0.9556 -0.049 -0.078 0.141 0.20
H 6.6471 1.0916 -2.0778 -0.149 -0.030 0.059 0.20
F 4.7191 0.2567 2.0540 -0.051 0.005 -0.070 -0.30
C -6.2934 -2.3004 -2.0821 -0.262 0.315 -0.185 -0.08
H 5.7561 3.2409 -1.1321 0.013 -0.022 -0.079 0.22
H 7.4133 3.4591 -1.7084 0.018 -0.021 -0.009 0.22
F -2.6284 -5.0006 -0.9112 -0.097 0.035 -0.046 -0.29
H -1.5040 -1.0571 -0.6463 0.037 0.421 0.021 0.14
H 1.4438 0.9244 2.5785 0.114 0.063 0.082 0.21
N -2.9945 1.5647 3.0127 0.241 0.141 0.131 -0.29
C -0.5158 1.1957 0.5313 -0.024 0.529 0.016 -0.13
O 6.2319 0.7568 -0.0668 -0.114 -0.153 0.060 -0.48
H 1.3968 2.2221 0.5141 0.009 -0.038 0.036 0.24
C -4.3850 -3.4907 -1.4042 -0.226 0.199 -0.106 0.70
C 6.9622 1.4510 -1.0993 0.311 0.235 -0.283 -0.08
C 4.3218 -0.2222 0.8715 -0.064 -0.115 0.237 0.90
```
Forces are in eV/Å.

## Properties
SMILES	C=CC[C@@](C#N)(CC#N)CCOC=O.CCOC(=O)C(F)(F)F.CCOC(=O)C(F)(F)F

DFT (ωB97M-V/def2-TZVPD) results for a single C18H22N2O3 molecule.

Structure (XYZ):
```
45
Properties=species:S:1:pos:R:3:forces:R:3:nbo_charge:R:1
H -0.7235 3.9727 1.9232 -0.104 0.056 -0.112 0.20
N -0.5013 -2.0865 -0.0366 0.280 -0.246 0.247 -0.61
H -0.0473 -4.1282 -1.4081 -0.017 -0.011 0.051 0.20
C 0.5072 0.1846 2.6580 -0.072 0.022 -0.026 -0.21
H -2.3891 2.8471 3.5239 -0.126 0.031 -0.074 0.20
H 1.2393 0.1968 3.4532 0.069 0.018 0.087 0.21
N 1.1282 -2.0324 -2.8883 0.287 -0.092 0.286 -0.61
C 1.9999 1.2912 -0.2744 -0.522 0.692 0.134 0.09
H -1.7885 1.7369 4.7552 -0.080 -0.053 0.063 0.21
C 0.1594 -2.3678 -3.7740 -0.062 -0.417 0.130 0.68
O 2.4539 0.2477 -0.9900 0.339 -0.407 -0.108 -0.41
C -1.2757 1.2119 1.4603 0.142 -0.095 0.185 -0.15
C 0.4380 -0.9127 1.8226 -0.086 -0.065 -0.121 -0.23
H -1.7817 -4.3500 -1.6420 0.083 0.010 0.062 0.25
H 1.1145 -2.4007 -1.9531 -0.114 -0.010 -0.095 0.39
C 2.0069 -0.8971 -3.1047 0.077 0.070 0.159 -0.28
H 0.2059 4.5710 3.2964 0.010 0.135 0.021 0.21
C -1.3561 0.1233 0.6143 -0.179 -0.050 -0.123 -0.24
C -0.8262 -3.4400 -3.3262 -0.104 0.069 -0.008 -0.49
H 2.4764 1.4829 0.6659 0.115 -0.051 0.120 0.20
H -1.7959 -3.1310 -3.7209 0.108 -0.033 -0.004 0.26
C -0.9480 -3.6653 -1.8176 -0.163 0.173 -0.227 -0.50
C 0.0757 3.7300 2.6187 0.091 -0.173 0.214 -0.59
H 1.1144 -1.7445 1.9701 0.077 -0.084 0.002 0.20
H 0.0718 1.3890 -2.8961 -0.152 -0.008 -0.236 0.24
O 0.1021 -1.8820 -4.8821 -0.165 0.170 -0.372 -0.62
C -1.5588 2.6400 4.1940 0.273 -0.047 0.046 -0.59
H -0.5510 -4.3723 -3.8251 -0.016 0.056 -0.013 0.24
C 0.7930 1.1938 -2.1300 0.454 -0.484 -0.130 -0.29
H -2.0793 0.1029 -0.1827 -0.016 -0.004 -0.030 0.26
H -1.9573 2.0344 1.3058 -0.097 0.126 -0.031 0.20
C -1.2842 -2.3464 -1.1243 0.268 -0.526 0.137 0.69
H 0.5517 2.2837 4.1244 -0.042 -0.036 -0.071 0.20
C 0.9788 1.9099 -0.9225 0.458 -0.115 0.349 -0.31
H 0.9948 3.5940 2.0526 0.092 0.057 -0.086 0.21
C 1.7215 0.1959 -2.1288 -0.526 0.324 -0.580 0.25
C -0.3463 1.2672 2.4916 0.110 -0.012 0.121 -0.03
C -0.2580 2.4622 3.4078 -0.159 0.139 -0.043 -0.24
H 3.0486 -1.2176 -3.0002 -0.078 0.107 -0.121 0.21
O -2.1561 -1.6159 -1.5311 -0.201 0.156 -0.187 -0.60
C -0.4944 -0.9528 0.7907 -0.021 0.296 0.168 0.14
H 0.4282 2.7647 -0.5900 -0.085 0.194 0.155 0.23
H -1.4662 3.4684 4.8929 -0.051 0.103 0.081 0.21
H 1.8226 -0.5571 -4.1263 0.117 -0.029 0.168 0.26
H 0.1521 -2.8020 0.2535 -0.206 0.050 -0.188 0.39
```
Forces are in eV/Å.

## Properties
energy above the lowest of the compared OMol25 structures with the same formula, charge and spin	19.90	kcal per mole
SMILES	CC(C)c1ccc(NC(=O)CCC(=O)NCc2ccco2)cc1

Number 1: LUMO 0.310 eV, gap between HOMO and LUMO 0.330 Ha. Number 2: LUMO 0.595 eV, gap between HOMO and LUMO 0.308 Ha. Number 3: LUMO 0.618 eV, gap between HOMO and LUMO 0.357 Ha. Number 4: LUMO -1.481 eV, gap between HOMO and LUMO 0.171 Ha. Number 5: LUMO 0.490 eV, gap between HOMO and LUMO 0.330 Ha.